[1]
DFT (ωB97M-V/def2-TZVPD) results for an isolated molecule of C4H9NO2.

Geometry as XYZ:
```
16
Properties=species:S:1:pos:R:3
C 2.158 -0.244 -1.075
N 0.788 -0.009 -0.658
C 0.551 0.050 0.755
O -0.448 1.000 1.100
C -1.633 0.902 0.345
C -2.246 -0.471 0.529
O -2.398 -1.267 -0.369
H 2.488 -1.297 -1.059
H 2.277 0.143 -2.090
H 2.838 0.325 -0.433
H 0.155 -0.662 -1.119
H 1.451 0.417 1.255
H 0.291 -0.928 1.203
H -2.310 1.660 0.753
H -1.476 1.096 -0.723
H -2.487 -0.716 1.587
```

Output
Structure (SMILES): CNCOCC=O
F_max: 0.59 eV/Å
Multiplicity: 1
HOMO-LUMO gap: 10.09 eV
Energy above the lowest of the compared OMol25 structures with the same formula, charge and spin: 55.8 kcal per mole

=====

[2]
DFT (ωB97M-V/def2-TZVPD) results for an isolated molecule of C5H8N2 at a distorted geometry.

Geometry as XYZ:
```
15
Properties=species:S:1:pos:R:3
N 0.327 -0.042 2.625
C -0.511 0.124 1.842
C -0.900 0.237 0.416
N -2.101 -0.428 -0.004
C 0.314 -0.349 -0.275
C 1.659 0.193 -0.010
C 0.860 0.199 -1.526
H -0.969 1.308 0.212
H -2.912 0.018 0.403
H -2.085 -1.385 0.328
H 0.347 -1.439 -0.272
H 1.824 1.233 0.294
H 2.505 -0.464 0.193
H 0.994 -0.440 -2.426
H 0.648 1.234 -1.802
```

Output
Structure (SMILES): N#C[C@H](N)C1CC1
F_max: 2.78 eV/Å
Multiplicity: 1
HOMO-LUMO gap: 10.54 eV
Energy above the lowest of the compared OMol25 structures with the same formula, charge and spin: 53.3 kcal per mole

=====

[3]
DFT (ωB97M-V/def2-TZVPD) results for an isolated molecule of CH3F at a distorted geometry.

Geometry as XYZ:
```
5
Properties=species:S:1:pos:R:3
C 0.000 0.032 0.045
F -1.321 0.023 -0.039
H 0.527 0.956 -0.067
H 0.140 -0.446 0.812
H 0.654 -0.564 -0.751
```

Output
Structure (SMILES): CF
F_max: 10.11 eV/Å
Multiplicity: 1
HOMO-LUMO gap: 12.91 eV
Energy above the lowest of the compared OMol25 structures with the same formula, charge and spin: 28.4 kcal per mole

=====

[4]
DFT (ωB97M-V/def2-TZVPD) results for a cluster of 9 separate species, C40H70FN9O12S in total at a distorted geometry.

Geometry as XYZ:
```
133
Properties=species:S:1:pos:R:3
C 0.273 -4.377 -2.859
C -0.861 -5.185 -3.202
C -0.726 -6.747 -3.492
C -1.906 -7.334 -4.433
C -3.260 -7.606 -3.694
C -4.479 -8.199 -4.477
N -5.753 -8.428 -3.805
C -6.003 -7.450 -2.933
C -6.290 -5.918 -3.316
C -5.967 -7.839 -1.359
C -4.266 -8.485 -5.990
C -2.917 -8.227 -6.757
C -1.709 -7.614 -5.974
S -0.117 -7.237 -6.818
O 0.818 -8.386 -6.572
O -0.272 -6.871 -8.272
F 0.551 -5.851 -6.088
C -2.913 -8.626 -8.294
O -1.969 -9.141 -8.930
C -4.301 -8.382 -9.084
C -5.529 -8.621 -8.386
C -5.512 -9.072 -6.835
O -6.394 -9.808 -6.341
H 0.307 -3.914 -1.797
H 1.169 -4.165 -3.539
H -1.885 -4.658 -3.214
H 0.273 -7.051 -3.981
H -0.751 -7.324 -2.490
H -3.355 -7.372 -2.576
H -5.395 -5.276 -2.997
H -6.416 -5.767 -4.442
H -7.239 -5.598 -2.746
H -6.880 -7.420 -0.818
H -4.982 -7.508 -0.862
H -5.962 -8.993 -1.293
H -4.289 -8.071 -10.178
H -6.489 -8.472 -8.976
C 0.880 0.267 1.097
N 1.217 -0.937 0.367
C 2.469 -0.985 -0.365
C 0.399 -2.026 0.346
O 0.628 -3.067 -0.249
H 0.832 1.105 0.396
H 1.655 0.458 1.843
H -0.084 0.165 1.598
H 2.258 -1.166 -1.420
H 3.077 -1.809 0.018
H 3.013 -0.046 -0.256
H -0.524 -1.886 0.932
C 2.778 0.698 -6.099
N 2.891 0.100 -4.785
C 1.961 -0.950 -4.409
C 3.842 0.491 -3.891
O 3.989 0.029 -2.774
H 1.787 1.147 -6.202
H 2.907 -0.080 -6.857
H 3.537 1.468 -6.244
H 1.407 -0.638 -3.520
H 2.522 -1.857 -4.171
H 1.263 -1.153 -5.222
H 4.494 1.292 -4.276
C 6.308 2.151 -0.027
N 5.364 2.192 1.072
C 5.681 1.483 2.296
C 4.187 2.876 0.991
O 3.353 2.949 1.875
H 6.454 1.112 -0.332
H 7.260 2.573 0.306
H 5.940 2.725 -0.879
H 4.903 0.741 2.492
H 5.703 2.194 3.126
H 6.648 0.987 2.211
H 4.045 3.377 0.020
C -2.934 1.753 4.410
N -2.671 0.424 3.887
C -2.297 -0.631 4.809
C -2.763 0.139 2.562
O -2.554 -0.953 2.057
H -2.036 2.123 4.913
H -3.759 1.696 5.125
H -3.203 2.442 3.607
H -1.314 -1.019 4.529
H -3.026 -1.442 4.740
H -2.265 -0.252 5.831
H -3.052 1.009 1.952
C -4.113 1.339 -0.612
N -3.204 0.984 -1.682
C -2.937 1.954 -2.726
C -2.589 -0.234 -1.737
O -1.816 -0.591 -2.608
H -5.092 1.572 -1.040
H -3.723 2.218 -0.092
H -4.220 0.519 0.100
H -3.226 1.530 -3.691
H -1.866 2.173 -2.747
H -3.496 2.873 -2.547
H -2.859 -0.894 -0.897
C 1.087 6.436 5.923
N 0.394 5.340 5.274
C 0.766 4.979 3.917
C -0.591 4.640 5.896
O -1.211 3.709 5.406
H 0.938 7.347 5.336
H 2.152 6.202 5.973
H 0.708 6.595 6.933
H -0.108 5.076 3.270
H 1.100 3.939 3.901
H 1.565 5.626 3.553
H -0.794 4.994 6.920
C 0.586 9.968 2.652
N 0.916 8.760 1.923
C 2.163 8.704 1.185
C 0.092 7.674 1.911
O 0.311 6.632 1.321
H 0.536 10.805 1.950
H 1.364 10.160 3.395
H -0.376 9.869 3.158
H 1.946 8.520 0.130
H 2.769 7.879 1.567
H 2.712 9.641 1.289
H -0.827 7.821 2.502
C 6.273 5.095 9.146
N 4.879 5.220 8.773
C 4.108 4.017 8.521
C 4.268 6.432 8.652
O 3.103 6.605 8.343
H 6.810 4.577 8.347
H 6.344 4.514 10.069
H 6.725 6.075 9.304
H 3.725 4.045 7.498
H 3.262 3.983 9.211
H 4.729 3.130 8.657
H 4.941 7.279 8.865
```

Output
Structure (SMILES): C=CCc1cc(N=C(C)C)c2c(c1S(=O)(=O)F)C(=O)C=CC2=O.CN(C)C=O.CN(C)C=O.CN(C)C=O.CN(C)C=O.CN(C)C=O.CN(C)C=O.CN(C)C=O.CN(C)C=O
F_max: 4.92 eV/Å
Multiplicity: 1
HOMO-LUMO gap: 6.16 eV

=====

[5]
DFT (ωB97M-V/def2-TZVPD) results for a structure of composition C23H45Cl3N2O4PScSi at a distorted geometry.

Geometry as XYZ:
```
80
Properties=species:S:1:pos:R:3
C -1.517 -2.079 -3.668
C -1.050 -3.018 -2.600
H -1.300 -2.461 -4.671
H -1.077 -1.074 -3.540
H -2.611 -1.966 -3.567
C -0.565 -4.257 -2.791
C -0.339 -4.912 -4.107
H -0.369 -4.894 -1.928
H -0.486 -4.250 -4.966
H -1.015 -5.767 -4.224
H 0.672 -5.329 -4.174
Sc -0.085 0.433 -0.301
Cl -2.477 0.764 -0.066
Cl 0.207 1.484 -2.401
H 0.809 4.738 3.066
H -1.512 5.832 2.070
C 1.041 4.586 2.004
C -1.097 5.550 1.094
N -0.180 4.419 1.217
H 1.654 3.689 1.886
C -0.409 3.262 0.613
O 0.444 2.329 0.600
H -1.912 5.254 0.426
H -1.387 3.124 0.119
H 1.582 5.470 1.654
H -0.560 6.411 0.679
H 1.460 -1.584 -3.239
H 2.288 -3.727 -1.706
C 2.390 -1.109 -2.890
C 3.166 -3.067 -1.608
N 2.775 -1.666 -1.598
H 2.220 -0.032 -2.808
C 2.552 -1.039 -0.436
O 2.163 0.145 -0.315
H 3.680 -3.300 -0.666
H 2.721 -1.675 0.463
H 3.181 -1.345 -3.615
H 3.831 -3.246 -2.461
O -0.178 -1.421 -1.126
C -1.136 -2.397 -1.195
C 0.168 -3.831 0.518
C -1.042 -3.450 -0.059
H 1.064 -3.271 0.248
C 0.202 -4.902 1.419
H -2.126 -1.901 -1.118
C -2.230 -4.069 0.353
H 1.159 -5.217 1.832
C -0.976 -5.549 1.789
C -2.198 -5.127 1.261
H -3.179 -3.710 -0.062
H -0.957 -6.367 2.505
H -3.129 -5.609 1.563
Si -0.354 4.010 -4.629
Cl -0.533 2.076 -5.416
C 1.487 4.391 -4.501
C -1.531 4.250 -3.175
C -0.903 5.159 -6.032
H 2.053 3.588 -4.018
H 1.660 5.326 -3.950
H 1.870 4.526 -5.527
H -0.205 5.089 -6.876
H -0.921 6.208 -5.688
H -1.903 4.904 -6.400
H -1.366 3.521 -2.380
H -2.569 4.139 -3.531
H -1.417 5.269 -2.761
C 0.281 -1.648 4.170
P 0.036 -0.172 3.155
C -1.576 0.477 3.643
C 1.357 0.964 3.616
O 0.082 -0.499 1.672
H -0.507 -1.693 4.934
H 1.249 -1.572 4.686
H 0.232 -2.539 3.531
H -1.642 0.587 4.731
H -1.763 1.442 3.158
H -2.345 -0.237 3.322
H 2.073 1.001 2.787
H 0.951 1.960 3.819
H 1.869 0.600 4.513
```

Output
F_max: 2.20 eV/Å
Multiplicity: 1
HOMO-LUMO gap: 8.06 eV
Energy above the lowest of the compared OMol25 structures with the same formula, charge and spin: 0.0 kcal per mole

=====

[6]
DFT (ωB97M-V/def2-TZVPD) results for a structure of composition C37H52AsBaNOS6SbSi.

Geometry as XYZ:
```
101
Properties=species:S:1:pos:R:3
Ba 0.026 -0.985 1.180
C -1.763 -4.878 1.737
C -0.441 -5.219 1.056
S 0.932 -4.281 1.773
C 2.325 -4.933 0.813
C 2.116 -5.044 -0.695
S 1.568 -3.493 -1.455
C 0.350 -4.135 -2.634
C -0.600 -3.029 -3.071
S -1.548 -2.237 -1.753
C -2.667 -3.581 -1.279
C -3.378 -3.271 0.033
S -2.365 -3.181 1.531
H -1.680 -5.031 2.814
H -2.541 -5.556 1.381
H -0.492 -4.984 -0.005
H -0.243 -6.287 1.173
H 2.598 -5.915 1.202
H 3.154 -4.256 1.031
H 1.374 -5.812 -0.913
H 3.054 -5.373 -1.144
H -0.201 -4.955 -2.168
H 0.854 -4.537 -3.514
H -1.286 -3.412 -3.830
H -0.041 -2.213 -3.534
H -2.125 -4.524 -1.205
H -3.422 -3.699 -2.059
H -4.167 -4.006 0.202
H -3.849 -2.286 -0.016
C -5.692 1.952 0.045
Si -4.321 3.215 0.196
C -5.030 4.851 0.786
C -3.533 3.521 -1.477
C -3.105 2.638 1.524
C -3.035 3.285 2.748
C -2.216 2.813 3.774
C -1.467 1.687 3.519
N -1.484 1.048 2.347
C -2.287 1.494 1.361
S -2.271 0.582 -0.130
H -6.427 2.255 -0.705
H -6.217 1.820 0.994
H -5.278 0.988 -0.252
H -5.712 5.242 0.027
H -4.246 5.598 0.934
H -5.597 4.765 1.715
H -4.204 4.144 -2.075
H -3.360 2.584 -2.006
H -2.577 4.040 -1.393
H -3.636 4.170 2.925
H -2.176 3.302 4.738
H -0.819 1.257 4.278
S 2.936 -0.323 0.006
Sb 2.304 1.244 -1.522
C 1.167 0.590 -3.157
C -0.212 0.774 -3.168
C -0.947 0.380 -4.280
C -0.306 -0.187 -5.372
C 1.072 -0.376 -5.356
C 1.812 0.012 -4.250
C 1.187 2.764 -0.605
C 1.137 2.817 0.782
C 0.418 3.825 1.409
C -0.247 4.775 0.649
C -0.191 4.726 -0.737
C 0.524 3.720 -1.368
C 3.998 2.108 -2.404
C 5.251 1.869 -1.853
C 6.372 2.457 -2.422
C 6.237 3.277 -3.533
C 4.985 3.511 -4.084
C 3.861 2.925 -3.522
H -0.727 1.212 -2.319
H -2.020 0.519 -4.284
H -0.879 -0.484 -6.241
H 1.570 -0.816 -6.210
H 2.887 -0.126 -4.248
H 1.677 2.083 1.373
H 0.366 3.862 2.489
H -0.815 5.555 1.138
H -0.707 5.471 -1.328
H 0.546 3.680 -2.452
H 5.351 1.222 -0.989
H 7.350 2.273 -1.999
H 7.113 3.734 -3.976
H 4.882 4.148 -4.953
H 2.887 3.102 -3.965
C 1.573 -3.277 5.631
As 1.641 -1.567 4.771
C 1.384 -0.218 6.109
C 3.400 -1.345 4.036
O 0.485 -1.454 3.587
H 2.391 -3.376 6.344
H 1.645 -4.047 4.865
H 0.620 -3.372 6.147
H 2.114 -0.338 6.909
H 0.377 -0.316 6.511
H 1.498 0.763 5.652
H 4.147 -1.372 4.828
H 3.450 -0.392 3.509
H 3.587 -2.150 3.326
```

Output
F_max: 0.56 eV/Å
Multiplicity: 1
HOMO-LUMO gap: 7.28 eV
Energy above the lowest of the compared OMol25 structures with the same formula, charge and spin: 0.4 kcal per mole
Total charge: +1

=====

[7]
DFT (ωB97M-V/def2-TZVPD) results for an isolated molecule of C4H4N2O.

Geometry as XYZ:
```
11
Properties=species:S:1:pos:R:3
O -2.111 0.903 -1.093
C -1.186 0.441 -0.485
C -0.809 0.642 0.940
C 0.295 -0.058 1.176
N 0.745 -0.672 -0.033
C 1.075 0.268 -1.262
N -0.231 -0.469 -1.067
H -1.352 1.278 1.622
H 0.858 -0.218 2.086
H 1.072 -1.632 0.013
H 1.642 -0.417 -1.921
```

Output
F_max: 0.46 eV/Å
Multiplicity: 1
HOMO-LUMO gap: 8.60 eV
Energy above the lowest of the compared OMol25 structures with the same formula, charge and spin: 111.7 kcal per mole

=====

[8]
DFT (ωB97M-V/def2-TZVPD) results for a structure of composition C36H51GeHoN7O7S3Se2Si3 at a distorted geometry.

Geometry as XYZ:
```
111
Properties=species:S:1:pos:R:3
Ho 1.555 -8.611 20.952
C 0.012 -15.152 21.900
Se 0.489 -13.573 22.934
C 2.414 -13.044 22.413
C 2.657 -12.931 20.924
Se 1.106 -11.874 20.321
C 1.727 -11.886 18.501
H 0.755 -15.311 21.068
H -0.952 -14.945 21.462
H 0.013 -15.953 22.618
H 2.903 -13.856 22.938
H 2.627 -12.073 22.868
H 2.647 -13.973 20.475
H 3.510 -12.311 20.729
H 1.220 -12.784 17.961
H 2.790 -11.952 18.447
H 1.271 -10.981 18.001
O 0.694 -4.987 23.061
C 1.091 -6.116 22.850
O 1.333 -6.596 21.620
C 1.341 -6.962 24.061
C 1.377 -6.305 25.296
C 1.689 -6.966 26.431
C 1.882 -8.309 26.497
C 1.740 -9.007 25.285
C 1.546 -8.336 24.043
O 1.288 -9.214 23.021
N 2.055 -10.453 25.525
O 1.297 -11.027 26.327
O 2.966 -11.008 24.922
N 1.486 -6.340 27.740
O 1.702 -5.148 27.780
O 1.017 -7.057 28.693
H 1.113 -5.226 25.359
H 2.088 -8.734 27.457
S 7.147 -7.003 16.897
C 6.159 -7.202 18.280
S 5.879 -8.801 18.871
C 4.888 -8.160 20.181
N 4.829 -6.835 20.168
N 5.651 -6.271 19.219
C 5.974 -4.888 19.244
C 5.653 -4.226 20.471
C 6.033 -2.925 20.674
C 6.722 -2.229 19.660
C 6.929 -2.823 18.413
C 6.575 -4.154 18.185
S 4.098 -9.128 21.312
H 5.215 -4.938 21.160
H 5.821 -2.466 21.680
H 7.090 -1.239 19.874
H 7.386 -2.214 17.679
H 6.676 -4.619 17.233
N -3.068 -9.628 20.963
C -1.811 -9.606 21.448
N -1.028 -8.769 20.827
C -1.775 -8.268 19.765
C -1.480 -7.348 18.796
C -2.548 -6.891 18.020
C -3.845 -7.392 18.103
C -4.143 -8.413 19.012
C -3.112 -8.782 19.858
H -3.738 -10.345 21.266
H -1.445 -10.113 22.395
H -0.467 -6.923 18.572
H -2.347 -6.144 17.289
H -4.591 -6.929 17.442
H -5.017 -9.041 19.001
C -7.088 -11.914 23.828
Si -6.126 -11.972 25.391
C -6.900 -11.103 26.909
C -5.631 -13.772 25.813
Ge -4.216 -10.780 24.562
Si -4.580 -8.288 24.459
C -5.283 -7.736 26.067
C -5.962 -7.926 23.227
C -3.059 -7.219 23.938
Si -2.750 -10.863 26.477
C -1.680 -12.330 26.185
C -3.678 -11.109 28.177
C -1.698 -9.327 26.511
H -7.337 -10.840 23.816
H -8.051 -12.500 23.873
H -6.625 -12.228 22.883
H -7.065 -11.803 27.700
H -7.949 -10.751 26.690
H -6.297 -10.256 27.354
H -5.864 -14.539 25.068
H -6.029 -14.070 26.790
H -4.504 -13.716 25.991
H -5.330 -6.661 26.294
H -4.579 -8.068 26.870
H -6.285 -8.088 26.258
H -6.956 -7.701 23.644
H -6.050 -8.749 22.528
H -5.686 -7.111 22.565
H -3.119 -6.224 24.410
H -3.125 -7.174 22.857
H -2.091 -7.647 24.220
H -0.860 -12.405 26.812
H -1.287 -12.462 25.122
H -2.171 -13.367 26.341
H -4.522 -11.798 28.021
H -3.991 -10.139 28.635
H -2.873 -11.528 28.860
H -1.083 -9.285 27.397
H -2.341 -8.429 26.566
H -1.088 -9.293 25.621
N 2.713 -7.852 17.586
C 2.368 -8.080 18.699
H 2.641 -8.079 16.542
```

Output
F_max: 4.47 eV/Å
Multiplicity: 6
HOMO-LUMO gap (spin up / spin down): 6.61 / 6.12 eV
Energy above the lowest of the compared OMol25 structures with the same formula, charge and spin: 40.7 kcal per mole